[1]
The following is a quantum chemistry calculation of a molecular structure, C28H24BiCl2N3O8 at a distorted geometry, from the OMol25 dataset.

## Properties
Gap between HOMO and LUMO ... 0.179 Ha
Total energy ... -2981.4902 Eh

ORCA input file:
```
! wB97M-V def2-TZVPD RIJCOSX def2/J DEFGRID3
* xyz 0 1
Cl -1.63 -6.22 1.29
H -0.49 8.56 2.71
H 0.44 -5.95 -0.10
O 1.80 -0.95 -0.38
C -1.12 2.56 -2.25
H -0.91 3.71 6.20
H -1.91 2.85 -4.23
C 1.83 6.21 3.47
H 0.19 -3.79 -2.00
H 3.87 4.36 -0.46
H -0.28 4.76 -0.10
C 0.04 7.62 2.69
H 2.92 3.74 4.32
C 1.45 5.21 2.59
H -0.54 2.04 6.68
O 1.59 -4.64 2.01
H 0.83 -1.88 2.37
H 3.66 3.87 -2.15
H -1.97 1.99 -1.90
C 0.21 -3.90 -0.94
C 0.77 0.34 4.90
Cl 0.40 -3.11 0.20
C 0.01 3.78 -3.98
O 2.01 3.74 -0.89
C 0.32 5.41 1.77
H 3.01 5.43 -1.58
N -0.15 2.28 -0.05
C 0.22 0.18 2.15
H -1.21 6.77 1.16
O -3.27 -4.65 -1.47
O 2.10 4.04 2.44
Bi -0.40 0.01 0.03
H 2.68 6.08 4.11
C 3.21 3.76 3.27
O 0.17 2.69 4.82
H 1.31 -1.73 4.73
N -0.11 4.43 0.84
C 1.19 -2.03 -0.10
C 1.04 3.55 -1.81
O -1.83 -2.16 1.16
C 0.68 -0.93 2.86
H 4.02 4.49 3.13
H 3.56 2.78 2.98
C -0.09 3.08 1.00
C -1.44 -5.93 -0.40
C 0.96 -0.85 4.21
C 1.12 7.41 3.52
C -1.09 3.05 -3.55
C -0.82 2.68 5.85
C 3.20 4.39 -1.31
C -0.36 6.62 1.82
O -0.14 -5.89 -0.88
N -0.20 2.64 2.25
H -0.22 3.36 2.96
C -2.34 -5.10 -0.93
C -0.79 -2.65 0.73
C 0.36 1.46 4.21
H 0.04 4.16 -4.99
H -1.78 2.35 5.45
C 1.06 4.03 -3.11
H 1.91 4.59 -3.47
H 0.96 0.39 5.96
C 1.05 -3.91 1.20
C 0.12 1.40 2.83
H 1.44 8.18 4.20
C -0.08 2.81 -1.37
*
```

Results of the natural (NBO) charge analysis, in e, for atoms 1 through 8:
1 Cl 0.023
2 H 0.223
3 H 0.515
4 O -0.726
5 C -0.205
6 H 0.198
7 H 0.225
8 C -0.307

=====

[2]
The following is a quantum chemistry calculation of a molecular structure, C28H24Cl2F3N2O7SbY, from the OMol25 dataset.

## Properties
Energy relative to the best compared isomer or geometry (same formula, charge and spin) ... 16.6 kcal per mole
Gap between HOMO and LUMO ... 0.316 Ha
Total energy ... -3216.0968 Eh

ORCA input file:
```
! wB97M-V def2-TZVPD RIJCOSX def2/J DEFGRID3
* xyz 1 1
Y -1.24 1.03 -0.64
C -2.77 0.60 3.69
C 4.47 1.25 -0.01
H 4.02 1.20 0.97
C 1.64 -4.18 -1.24
C 2.40 -2.08 -2.88
C -3.36 -1.58 -0.85
C -2.92 1.91 1.92
H -0.31 3.22 -4.28
H 2.65 -1.70 1.49
C 1.95 -1.81 -1.59
H 3.87 0.73 -3.30
O -1.33 -1.77 0.50
H 2.70 -1.29 -3.55
O -2.51 2.71 -0.22
H -3.41 -3.42 -1.96
C 4.39 0.99 -2.39
F 1.34 0.41 5.18
H 6.19 1.50 -3.45
H -3.79 -3.05 0.65
Sb 1.78 0.20 -1.03
Cl 0.02 3.52 -1.97
C 1.61 0.15 1.08
C 5.70 1.42 -2.50
H 0.64 2.10 1.13
H -4.45 0.04 -1.39
O -4.90 3.61 3.52
C 6.37 1.76 -1.34
N -2.15 0.89 1.58
C 5.78 1.69 -0.09
H 2.85 -3.60 -4.35
H 6.35 1.98 0.78
Cl -1.79 1.62 -3.39
C 2.11 -4.41 -2.52
O -4.34 2.36 5.28
C -0.98 3.22 -3.42
H -3.08 -1.99 -2.96
H -5.20 -2.13 0.12
O -1.20 -0.89 -1.53
F 2.19 -5.67 -2.96
H -4.01 -1.39 1.21
H -4.71 3.65 2.56
C -1.85 -1.52 -0.58
C 1.56 -2.87 -0.78
C -4.14 -2.06 0.36
C 2.14 -0.85 1.91
N -2.08 0.09 2.66
H 0.46 2.22 3.56
C -3.22 2.91 0.85
C 2.05 -0.77 3.29
H 2.46 -1.53 3.93
H -1.74 3.99 -3.47
C -4.21 2.64 4.12
H 1.35 -5.01 -0.62
O -4.05 3.78 1.02
C 1.01 1.25 1.71
C -3.65 -2.37 -2.11
H -4.72 -2.32 -2.34
H 1.16 -2.70 0.21
C 2.49 -3.38 -3.36
C 1.43 0.34 3.85
C -3.35 1.79 3.24
F 7.64 2.19 -1.44
C 3.76 0.88 -1.15
O -3.57 -0.14 -1.05
H -1.58 -0.79 2.58
H -2.84 0.11 4.64
C 0.91 1.37 3.09
*
```

Results of the natural (NBO) charge analysis, in e, for atoms 1 through 8:
1 Y 1.781
2 C 0.068
3 C -0.229
4 H 0.218
5 C -0.293
6 C -0.198
7 C 0.164
8 C 0.068

=====

[3]
The following is a quantum chemistry calculation of a molecular structure, C28H24Cl2FeIN7P, from the OMol25 dataset.

## Properties
Energy relative to the best compared isomer or geometry (same formula, charge and spin) ... 30.4 kcal per mole
Gap between HOMO and LUMO (alpha / beta) ... 0.164 / 0.152 Ha
Total energy ... -4287.7434 Eh

ORCA input file:
```
! wB97M-V def2-TZVPD RIJCOSX def2/J DEFGRID3
* xyz 0 2
C -1.46 0.08 2.56
H -2.45 1.35 5.51
C 4.05 -1.92 -0.06
H 3.97 -0.93 -3.56
C -2.85 1.70 -1.73
N -0.98 -1.98 0.28
C -4.95 0.97 -0.59
C -0.01 3.39 -1.67
N -1.53 0.62 3.81
H -0.81 3.97 -1.23
H -5.33 0.31 -1.37
I -1.07 -1.23 -3.18
C 0.57 0.42 3.22
H 1.72 -1.99 -3.51
C 5.34 -1.43 -0.13
C 3.23 0.30 0.23
C 2.91 -1.08 0.13
P -2.90 -0.45 1.57
C 1.26 3.87 -1.74
H -4.39 -2.82 2.01
C 0.82 1.19 -2.61
C 0.74 -0.15 -2.95
H 4.20 1.46 -3.04
H -3.49 -4.12 2.80
C -1.64 -4.08 0.54
N -1.35 0.82 -0.36
C 2.32 3.15 -2.30
C 4.50 0.82 0.17
C -0.66 -3.28 0.03
H -5.41 1.95 -0.69
Fe 0.23 -0.38 0.20
C -2.12 -1.98 0.95
N -0.20 -0.05 2.19
C 3.10 -0.34 -3.30
Cl 3.80 -3.62 -0.22
H 6.57 0.33 -0.08
H -3.31 0.00 4.74
N 1.67 -1.56 0.18
N -3.51 1.09 -0.70
N -2.56 -3.25 1.13
H -3.37 2.19 -2.54
H 0.25 -3.53 -0.48
H -4.29 -4.41 1.24
C 1.84 -0.95 -3.27
H 1.45 4.85 -1.31
H -3.37 1.62 4.02
C -1.51 1.51 -1.53
C 5.56 -0.06 -0.02
C 2.12 1.81 -2.66
C -2.74 0.91 4.56
H 6.16 -2.11 -0.29
H 3.32 3.56 -2.32
H 1.64 0.43 3.17
Cl 1.87 1.37 0.40
C -3.75 -3.68 1.84
H -5.21 0.56 0.38
C 3.23 0.99 -3.02
H 4.65 1.89 0.22
C -2.56 0.55 0.10
C -0.40 2.09 -2.35
H -1.76 -5.15 0.55
H -0.87 2.30 -3.34
C -0.25 0.84 4.23
H -0.04 1.26 5.19
*
```

Results of the natural (NBO) charge analysis, in e, for atoms 1 through 8:
1 C 0.084
2 H 0.224
3 C 0.006
4 H 0.209
5 C -0.092
6 N -0.465
7 C -0.403
8 C -0.377

=====

[4]
The following is a quantum chemistry calculation of a molecular structure, C28H24Cl5N5O4SSiZr, from the OMol25 dataset.

## Properties
Energy relative to the best compared isomer or geometry (same formula, charge and spin) ... 34.9 kcal per mole
Gap between HOMO and LUMO ... 0.264 Ha
Total energy ... -4691.9851 Eh

ORCA input file:
```
! wB97M-V def2-TZVPD RIJCOSX def2/J DEFGRID3
* xyz 0 1
H -0.27 -4.10 -2.18
H 1.94 -0.57 6.86
C 4.21 0.74 1.92
H -4.22 2.52 0.87
H 5.58 0.71 0.26
C 0.82 0.99 -3.71
O -0.84 -1.43 -1.48
C -2.81 0.79 -3.21
C -5.28 2.02 -3.37
H -6.25 2.49 -3.42
C 2.42 -2.65 4.22
H 0.43 0.50 5.24
H -2.66 2.45 1.69
O -1.21 0.57 3.24
C 3.51 0.89 -0.33
C -3.62 -0.51 0.49
H 2.98 -3.53 3.93
H -5.10 1.80 -5.49
H -2.88 0.69 -5.35
Cl 0.17 5.35 -2.84
O 3.02 -2.75 0.36
C 4.55 0.78 0.58
C -4.68 1.80 -2.13
N 0.68 0.96 1.66
C 0.91 1.90 -4.76
N 1.21 -1.78 -0.72
C -3.43 1.19 -2.02
H 3.63 -2.26 7.27
C 0.99 -0.38 4.96
H 1.89 -4.74 -1.27
C -4.63 1.63 -4.53
Cl 0.78 4.41 -5.77
C -3.40 1.01 -4.45
H 4.03 -3.44 6.11
Cl 1.26 1.39 -6.36
C -3.14 2.47 0.71
Cl 0.01 3.20 -0.55
H -0.94 -4.02 -0.56
C 0.52 1.36 -2.41
N 2.26 0.98 0.10
N 2.96 0.80 2.37
H 4.98 0.65 2.68
H -4.70 -0.32 0.42
C 0.06 -2.26 -1.17
H -5.20 2.12 -1.24
C 1.27 -4.17 -0.58
S -0.16 -0.09 2.55
Cl 1.08 -0.70 -4.07
Zr 0.03 0.25 -0.41
Si -2.68 0.94 -0.29
N 3.39 -2.74 6.42
C 1.84 -0.98 5.87
C 0.85 -0.92 3.69
C 0.42 3.69 -3.20
H 3.66 0.92 -1.40
C 1.57 -2.05 3.32
H -3.36 -0.64 1.54
H -2.84 3.39 0.19
C 0.35 2.71 -2.21
H 1.47 -2.46 2.32
H -1.84 0.29 -3.18
C 0.70 3.26 -4.50
C 2.57 -2.13 5.51
C -0.08 -3.75 -1.17
C 1.97 -2.85 -0.24
H 1.18 -4.76 0.33
C 2.04 0.90 1.42
H -3.41 -1.44 -0.04
O -0.56 -1.06 1.50
*
```

Results of the natural (NBO) charge analysis, in e, for atoms 1 through 8:
1 H 0.252
2 H 0.215
3 C 0.127
4 H 0.225
5 H 0.236
6 C 0.057
7 O -0.707
8 C -0.207